1.
A structure of composition C30H28BrMnN8O5SeSi. Source: OMol25; level of theory: wB97M-V/def2-TZVPD.

Structure (XYZ):
```
75
Properties=species:S:1:pos:R:3:lowdin_spin:R:1
Mn 0.35 -0.80 2.09 3.78
C 3.70 -0.88 -0.24 0.00
C 3.67 -1.23 1.21 0.01
N 2.65 -1.03 2.01 0.05
C 2.99 -1.57 3.22 0.00
C 4.25 -2.08 3.16 0.00
N 4.67 -1.85 1.88 0.00
C 5.17 -2.75 4.12 0.00
O 4.72 -2.94 5.34 0.00
O 6.27 -3.09 3.75 0.00
C 1.96 -1.62 4.30 0.01
O 2.28 -2.03 5.42 0.01
O 0.79 -1.25 3.96 0.01
H 2.88 -0.20 -0.46 0.00
H 3.56 -1.78 -0.85 0.00
H 4.65 -0.42 -0.52 0.00
H 5.57 -2.14 1.53 0.00
H 3.76 -2.59 5.44 0.00
Br -5.36 0.07 -3.11 0.00
C -3.73 -0.78 -3.59 0.00
C -2.93 -0.22 -4.57 0.00
C -1.73 -0.83 -4.89 0.00
C -1.32 -1.98 -4.22 0.00
C -2.15 -2.56 -3.27 0.00
C -3.36 -1.96 -2.95 0.00
N -0.11 -2.60 -4.69 0.00
N 0.75 -3.06 -3.93 0.00
C 0.64 -2.91 -2.51 0.01
C 0.74 -4.06 -1.75 0.01
C 0.58 -4.01 -0.36 0.01
C 0.36 -2.80 0.26 0.01
O 0.25 -2.62 1.58 0.03
C 0.29 -1.62 -0.51 0.00
N 0.14 -0.47 0.22 0.00
C -0.23 0.76 -0.49 0.01
C 0.36 0.77 -1.88 0.00
C 0.61 -0.36 -2.55 0.00
C 0.47 -1.65 -1.89 0.01
H -3.24 0.69 -5.07 0.00
H -1.10 -0.42 -5.66 0.00
H -1.85 -3.46 -2.76 0.00
H -4.00 -2.39 -2.19 0.00
H 0.91 -5.00 -2.25 0.00
H 0.65 -4.91 0.24 0.00
H 0.21 1.59 0.07 0.00
H 0.52 1.73 -2.35 0.00
H 0.98 -0.32 -3.57 0.00
Se -3.10 1.04 3.67 0.24
N -2.44 2.70 3.96 0.24
C -1.17 2.68 3.56 -0.01
C -0.22 3.72 3.61 0.15
C 1.07 3.47 3.13 0.04
C 1.41 2.24 2.61 0.14
N 0.53 1.23 2.53 0.06
C -0.71 1.43 3.00 -0.01
N -1.56 0.42 2.94 0.18
H -0.50 4.68 4.01 0.01
H 1.82 4.25 3.16 0.00
H 2.41 2.03 2.24 0.01
C -3.98 3.04 -0.13 0.00
Si -2.31 2.72 -0.93 0.00
C -1.07 3.95 -0.24 0.00
C -2.44 2.99 -2.79 0.00
C -1.76 0.96 -0.55 0.00
H -4.34 4.04 -0.38 0.00
H -3.90 2.97 0.95 0.00
H -4.72 2.32 -0.47 0.00
H -1.45 4.97 -0.38 0.00
H -0.10 3.88 -0.73 0.00
H -0.91 3.81 0.84 0.00
H -2.71 4.03 -3.02 0.00
H -3.21 2.35 -3.22 0.00
H -1.50 2.77 -3.28 0.00
H -2.18 0.26 -1.28 0.00
H -2.17 0.69 0.43 0.00
```

Computed properties:
Relative energy (zero: lowest compared OMol25 entry of this formula, charge and spin), kJ/mol: 6.6
Gap between HOMO and LUMO (alpha / beta), eV: 6.1 / 6.5
Charge: -1
Max |F|, eV/A: 0.448
Spin multiplicity: 6

---

2.
A cluster of 2 separate species, C30H28F2NO in total in a non-equilibrium geometry. Source: OMol25; level of theory: wB97M-V/def2-TZVPD.

Structure (XYZ):
```
62
Properties=species:S:1:pos:R:3:nbo_charge:R:1
F 5.77 3.51 1.86 -0.30
C 4.67 2.90 1.31 0.39
C 4.07 3.49 0.20 -0.14
C 2.92 2.87 -0.32 -0.22
C 2.44 1.68 0.23 -0.10
C 3.09 1.04 1.33 -0.08
C 2.60 -0.25 1.76 0.15
C 3.03 -1.01 2.90 -0.16
C 2.26 -2.14 3.33 -0.09
C 2.62 -2.91 4.43 -0.21
C 3.76 -2.62 5.19 -0.15
C 4.51 -1.52 4.78 0.39
F 5.60 -1.15 5.55 -0.31
C 4.22 -0.76 3.66 -0.18
C 4.18 1.75 1.92 -0.20
H 4.46 4.41 -0.23 0.26
H 2.40 3.33 -1.15 0.25
H 1.55 1.21 -0.17 0.23
H 1.78 -0.68 1.19 0.25
H 1.35 -2.39 2.77 0.24
H 2.00 -3.77 4.73 0.25
H 4.03 -3.19 6.08 0.26
H 4.91 0.02 3.37 0.23
H 4.63 1.44 2.85 0.23
O -0.99 0.92 -0.34 -0.74
C -1.88 0.21 -1.20 0.17
C -2.91 -0.37 -0.25 -0.05
C -3.03 0.30 0.97 -0.14
C -3.89 -0.19 1.95 -0.22
C -4.67 -1.33 1.70 -0.21
C -4.59 -1.97 0.46 -0.21
C -3.70 -1.49 -0.52 -0.23
C -2.53 1.21 -2.20 0.06
C -1.78 2.26 -2.74 -0.25
C -2.40 3.21 -3.56 -0.20
C -3.78 3.13 -3.83 -0.21
C -4.52 2.07 -3.29 -0.18
C -3.90 1.11 -2.49 -0.25
C -1.13 -0.85 -1.99 -0.06
C -0.85 -2.28 -1.42 -0.40
C 0.29 -2.73 -2.33 -0.42
C 0.82 -1.46 -3.03 -0.22
N 0.25 -0.41 -2.17 -0.67
H -0.12 0.99 -0.79 0.47
H -2.41 1.18 1.15 0.23
H -3.94 0.33 2.90 0.22
H -5.32 -1.73 2.48 0.22
H -5.20 -2.85 0.25 0.22
H -3.63 -2.01 -1.48 0.22
H -0.72 2.37 -2.50 0.19
H -1.81 4.03 -3.98 0.22
H -4.26 3.88 -4.46 0.22
H -5.59 2.00 -3.48 0.22
H -4.48 0.30 -2.07 0.23
H -1.66 -1.02 -2.96 0.19
H -0.52 -2.20 -0.38 0.20
H -1.71 -2.94 -1.43 0.23
H 1.06 -3.19 -1.72 0.21
H -0.02 -3.46 -3.07 0.22
H 1.92 -1.41 -3.07 0.20
H 0.43 -1.40 -4.08 0.18
H 0.32 0.53 -2.61 0.37
```

Computed properties:
Relative energy (zero: lowest compared OMol25 entry of this formula, charge and spin), kJ/mol: 156.4
Gap between HOMO and LUMO, eV: 4.6
Charge: +1
Max |F|, eV/A: 1.702

---

3.
A structure of composition C30H28F40GaI2O8P2 in a non-equilibrium geometry. Source: OMol25; level of theory: wB97M-V/def2-TZVPD.

Structure (XYZ):
```
111
Properties=species:S:1:pos:R:3:lowdin_charge:R:1
C 4.69 -3.56 -0.80 -0.09
C 3.68 -2.88 -1.30 -0.24
Ga 2.29 -1.84 -2.48 0.01
P 0.43 -1.22 -1.20 0.55
P -1.20 -0.72 -2.60 0.37
O -0.65 -0.81 -4.04 -0.43
O -1.84 0.86 -2.23 -0.27
O -2.53 -1.79 -2.39 -0.27
C 3.29 -0.32 -3.43 -0.78
I 3.80 -0.63 -5.56 0.57
C 3.73 0.92 -2.87 -0.82
C 3.39 1.21 -1.31 -0.18
I 4.81 2.47 -4.01 0.63
H 5.71 -4.07 -0.65 0.02
H 1.75 -2.83 -3.64 -0.05
H 0.63 0.00 -0.47 -0.17
H -1.04 1.46 -2.26 0.07
H -2.17 -2.72 -2.44 0.08
H 3.84 0.33 -0.72 0.06
H 2.24 1.25 -1.25 0.04
H 3.77 2.23 -0.94 0.06
C 7.65 3.08 1.42 -0.04
C 6.58 2.20 0.75 -0.43
C 7.05 0.80 0.32 -0.29
F 8.07 0.83 -0.56 0.09
F 6.04 0.13 -0.28 0.09
F 6.04 2.88 -0.29 0.10
F 5.57 2.03 1.66 0.10
O 8.33 4.02 0.58 0.03
C 9.41 3.52 -0.18 -0.50
C 9.13 3.52 -1.69 -0.27
F 8.00 2.85 -1.99 0.07
F 10.14 2.92 -2.37 0.09
F 9.76 2.31 0.30 0.13
F 10.46 4.34 0.08 0.13
H 7.12 3.71 2.14 0.15
H 8.35 2.50 2.03 0.14
H 7.37 0.21 1.19 0.17
H 9.02 4.54 -2.06 0.17
C 3.25 -2.93 4.75 -0.04
C 2.91 -1.72 3.87 -0.42
C 3.61 -1.66 2.51 -0.30
F 4.95 -1.65 2.60 0.09
F 3.26 -0.53 1.84 0.09
F 3.14 -0.58 4.58 0.11
F 1.56 -1.75 3.65 0.10
O 4.27 -2.76 5.75 0.03
C 5.62 -2.89 5.32 -0.50
C 6.40 -1.57 5.39 -0.27
F 5.79 -0.58 4.70 0.09
F 7.64 -1.71 4.86 0.09
F 5.64 -3.45 4.10 0.14
F 6.19 -3.79 6.15 0.14
H 2.35 -3.14 5.33 0.15
H 3.41 -3.84 4.16 0.15
H 3.32 -2.52 1.88 0.16
H 6.50 -1.23 6.43 0.17
C -4.98 1.31 -3.43 -0.04
C -5.60 -0.10 -3.46 -0.43
C -5.18 -0.99 -4.63 -0.29
F -5.49 -0.46 -5.83 0.09
F -5.82 -2.19 -4.56 0.08
F -6.96 0.01 -3.38 0.11
F -5.22 -0.73 -2.31 0.10
O -5.77 2.39 -3.97 0.03
C -5.72 2.57 -5.38 -0.50
C -7.06 2.26 -6.06 -0.27
F -7.51 1.02 -5.78 0.09
F -6.94 2.33 -7.41 0.09
F -4.70 1.86 -5.88 0.14
F -5.40 3.87 -5.58 0.14
H -4.89 1.57 -2.37 0.15
H -3.96 1.33 -3.81 0.13
H -4.10 -1.18 -4.60 0.17
H -7.83 2.97 -5.75 0.17
C -8.13 -4.37 -2.21 -0.04
C -9.09 -4.24 -3.41 -0.43
C -9.81 -2.90 -3.55 -0.29
F -10.56 -2.59 -2.48 0.09
F -10.65 -2.92 -4.62 0.09
F -9.98 -5.27 -3.38 0.12
F -8.35 -4.43 -4.54 0.10
O -8.66 -5.00 -1.02 0.03
C -9.41 -4.19 -0.15 -0.50
C -10.89 -4.59 -0.08 -0.27
F -11.47 -4.60 -1.31 0.09
F -11.60 -3.71 0.67 0.09
F -9.23 -2.89 -0.47 0.13
F -8.86 -4.34 1.08 0.14
H -7.33 -5.04 -2.53 0.15
H -7.62 -3.43 -1.98 0.14
H -9.09 -2.09 -3.71 0.17
H -11.01 -5.59 0.34 0.17
C -0.55 2.64 4.19 -0.04
C 0.63 2.68 3.20 -0.42
C 1.93 2.01 3.68 -0.31
F 2.41 2.56 4.81 0.09
F 2.89 2.14 2.74 0.10
F 0.84 3.96 2.83 0.12
F 0.22 2.03 2.07 0.10
O -0.76 3.80 5.02 0.03
C 0.02 3.89 6.20 -0.50
C 1.03 5.06 6.15 -0.28
F 1.83 4.99 5.08 0.10
F 1.83 5.04 7.25 0.09
F 0.60 2.70 6.45 0.13
F -0.86 4.10 7.21 0.14
H -1.46 2.59 3.58 0.15
H -0.57 1.71 4.78 0.15
H 1.78 0.95 3.85 0.14
H 0.51 6.02 6.12 0.17
```

Computed properties:
Gap between HOMO and LUMO, eV: 7.5
Charge: -1
Max |F|, eV/A: 6.856